1.
The following is a quantum chemistry calculation of C36H74N2O20S3 as an isolated structure, from the OMol25 dataset.

Geometry (Å):
H: -4.38 -1.49 -4.68
C: -2.52 -0.15 5.03
H: 1.82 -2.76 -0.97
H: 0.67 2.49 -5.31
H: -2.55 -1.16 -3.43
H: -1.09 5.38 -2.00
H: 4.67 4.45 0.56
C: -0.56 1.42 -0.02
H: 1.86 -0.34 -0.15
H: -4.77 0.00 4.81
H: 2.67 -5.43 -1.10
O: 5.49 -3.66 -2.74
H: 1.59 7.68 0.19
H: -0.76 -0.92 1.33
C: 6.79 -1.26 3.93
O: 2.02 -1.67 -5.11
S: 5.14 -3.27 -1.42
H: -0.47 7.52 -0.88
C: -0.23 -0.87 0.38
C: 2.66 -3.25 -1.46
H: -3.38 1.96 0.29
H: -3.96 1.34 5.50
H: 2.37 -3.57 -2.46
H: 1.52 5.05 1.00
H: -1.33 -5.43 1.09
H: 2.37 6.50 -0.87
H: -0.15 -1.86 -0.07
H: -4.43 1.50 2.87
H: -2.16 -6.16 -2.67
H: 2.33 2.77 0.30
H: -2.22 -1.71 3.47
C: -2.28 -5.30 -2.01
H: -1.22 1.59 0.85
C: -3.85 2.94 0.21
H: -2.46 -0.95 5.77
C: -0.04 5.53 -1.74
C: -3.53 1.15 3.38
H: -0.91 -3.70 -1.29
C: -3.13 3.89 -0.69
C: 3.08 -4.51 -0.70
C: 0.38 1.54 -4.89
H: -0.28 0.99 -6.85
C: 1.10 -0.17 0.62
H: -1.80 0.61 5.33
H: -1.28 -7.02 0.39
O: 4.52 -1.84 3.61
H: 2.15 3.25 -2.65
C: 2.70 2.41 -2.23
C: -3.44 -0.89 -2.85
H: 3.21 1.83 -2.99
H: 1.89 -5.00 3.84
H: 0.85 -3.96 1.71
C: 3.74 2.81 -1.21
O: 1.53 0.73 -4.72
C: 1.44 6.77 -0.38
H: 7.54 -0.52 3.63
O: 0.84 -3.61 5.00
O: 0.78 1.25 0.45
C: 0.31 6.98 -1.42
C: -4.52 1.02 -3.51
H: 2.50 -3.38 3.78
O: 4.51 -4.56 -0.72
H: 1.93 1.75 -1.80
C: 4.05 0.46 1.97
C: -0.53 0.69 -5.83
H: -3.38 -1.35 -1.86
H: 0.13 6.16 1.20
H: -2.05 -0.13 -0.59
S: 1.07 -0.78 -4.58
C: -4.71 -1.33 -3.66
O: -0.33 -5.63 -0.77
H: -3.96 1.26 -4.43
C: 0.79 5.66 0.48
H: 0.58 7.60 -2.28
O: -2.56 5.75 1.97
H: -1.02 -0.41 3.48
H: 3.38 -0.39 2.11
H: -2.90 -4.56 -2.50
H: -0.57 -0.06 -1.57
H: 1.37 -0.32 1.65
H: -0.76 -4.83 5.39
H: -0.17 1.69 -3.95
H: -1.60 -4.04 2.82
H: 6.81 -1.23 5.02
H: -0.66 -5.41 3.21
O: -3.52 3.54 1.49
C: -0.98 0.06 -0.56
O: -3.64 0.48 -2.54
C: 4.09 3.65 1.01
H: 4.26 0.66 0.93
H: -3.49 3.85 -1.72
C: -0.53 -3.94 4.80
C: -3.84 0.56 4.74
C: 5.40 -1.02 3.42
O: 3.80 -2.42 -1.45
H: -1.16 -3.08 5.02
H: 6.03 0.71 2.57
H: -1.58 0.86 -5.62
O: -0.10 -0.66 -5.68
C: -0.66 -4.32 3.30
C: -0.91 -4.72 -1.71
O: 0.60 -0.96 -3.26
O: -2.90 0.07 2.68
O: -3.55 5.19 -0.22
H: -2.86 2.01 3.41
H: 3.46 4.08 1.79
H: -0.25 -4.68 -2.58
C: -2.70 -5.70 -0.60
S: -3.67 5.13 1.38
O: 6.06 -2.63 -0.58
C: -2.09 -0.63 3.61
H: 3.41 1.24 2.39
H: 0.50 -2.57 2.72
H: -0.53 2.28 -0.69
O: 0.10 4.89 -0.48
N: 3.30 2.89 0.07
H: -4.86 2.01 -3.19
C: -1.37 -5.96 0.13
H: 2.77 -4.49 0.35
N: 5.22 0.15 2.76
H: -2.05 3.87 -0.71
H: 0.73 5.16 -2.42
C: 1.58 -3.95 3.81
H: -3.21 -4.86 -0.12
O: 4.89 3.04 -1.53
H: 4.84 3.06 1.55
C: 0.57 -3.66 2.72
O: -4.98 5.50 1.77
H: -4.93 2.89 0.03
C: -5.57 -0.06 -3.67
H: -3.42 -6.52 -0.51
H: -6.41 -0.01 -2.99
H: 7.14 -2.24 3.61
H: -6.04 -0.06 -4.66
H: -5.14 -2.20 -3.17

The value obtained for the max |F| is 1.96 eV Å⁻¹. Its orbital gap is 9.35 eV. The net charge is 0. Its multiplicity is 1.

=====

2.
The following is a quantum chemistry calculation of a 6-piece molecular cluster, C21H50N6O5 overall, from the OMol25 dataset.

Geometry (Å):
H: 0.62 0.95 1.19
C: -1.48 -3.72 -3.13
H: -1.02 2.06 -2.12
C: 2.33 -3.98 0.38
H: 4.15 0.64 7.24
H: -1.91 0.95 -0.97
C: 5.16 -0.20 4.68
C: 4.90 -0.96 -2.05
H: 3.08 -3.61 1.08
H: 2.61 -4.97 0.02
H: 1.38 -4.05 0.90
H: -2.08 -4.18 -3.92
N: -4.73 4.49 -1.04
C: -3.41 2.03 2.10
H: 1.40 -2.08 -0.56
H: 2.39 1.03 0.88
C: -2.64 -3.27 -2.20
O: -0.27 -0.47 -2.38
H: 5.95 -0.44 2.81
H: 4.43 -3.24 -3.22
H: 3.50 -0.90 -0.51
C: 3.95 -1.71 -1.08
H: 3.95 1.45 4.80
C: 1.40 1.19 0.47
H: -6.11 2.86 2.02
C: 3.55 -3.58 -2.67
C: -4.13 -1.49 -1.42
H: 1.29 2.27 0.36
H: 5.80 0.93 7.07
H: -1.89 4.77 -2.75
H: -1.69 0.88 2.61
H: -4.23 3.87 -0.43
H: 5.78 -1.56 -2.32
N: -4.48 1.60 2.77
H: -3.62 -1.10 -0.54
N: -3.11 -2.00 -2.30
H: -2.13 2.15 3.73
H: 3.93 -4.39 -2.05
H: -4.85 -2.24 -1.08
O: -3.57 2.82 1.19
C: 2.55 -4.07 -3.76
C: -5.88 1.82 2.24
N: 2.97 -2.61 -1.75
O: -3.06 -4.06 -1.40
H: 2.96 -4.84 -4.41
C: 4.91 -0.36 3.14
H: 4.47 0.51 2.64
C: 0.02 0.37 -1.46
C: -2.59 4.42 -1.99
H: -6.46 5.51 -1.70
C: -0.98 1.47 -1.21
H: 1.27 -3.71 -1.48
N: 1.08 0.34 -0.71
C: -6.06 5.08 -0.78
H: 2.07 -3.29 -4.35
H: -4.74 -0.73 -1.91
H: -0.72 2.17 -0.42
C: -3.90 5.07 -1.96
C: 4.84 1.22 6.64
H: -6.04 5.91 -0.07
H: -2.64 -1.37 -2.94
H: 4.46 -2.22 -0.26
H: -6.74 4.27 -0.48
H: -6.11 1.22 1.36
O: -4.15 5.99 -2.70
H: -2.06 4.43 -1.04
N: 4.63 0.87 5.25
H: 4.60 -1.34 2.77
H: -0.83 -4.52 -2.78
H: 4.76 2.31 6.70
C: 1.85 -3.02 -0.86
C: -2.03 1.91 2.67
H: -6.56 1.42 3.00
H: 1.83 -4.66 -3.18
H: -1.33 2.58 2.19
H: 4.45 -0.78 -3.03
H: -0.93 -2.90 -3.58
O: 5.75 -1.08 5.31
H: 5.30 -0.07 -1.58
H: 1.74 -0.36 -1.04
H: -4.25 0.96 3.52
H: -2.66 3.34 -2.15

The value obtained for the max |F| is 4.80 eV Å⁻¹. Its orbital gap is 8.02 eV. As for the SMILES: CCN(CC)CC.CNC(C)=O.CNC(C)=O.CNC(C)=O.CNC(C)=O.CNC(C)=O. The net charge is 0. For the energy relative to the best compared isomer or geometry (same formula, charge and spin), the calculation gives 2.557 eV. Its multiplicity is 1.

=====

> Which value of orbital gap does entry 1 give?

9.35 eV